(1)
ORCA calculation (ωB97M-V/def2-TZVPD) on a molecular structure, C17H28N6O6SeV.

```
59
Properties=species:S:1:pos:R:3:forces:R:3
O -2.60564 -0.87221 -2.43473 -2.2 -0.2 -1.4
H -2.84834 -1.36797 -3.23437 -0.1 0.1 0.2
V -0.32605 -0.29906 0.14296 -1.8 1.9 -2.0
N -2.21553 0.43312 0.22774 0.3 1.4 0.9
N -0.22066 1.66828 -0.68323 -1.6 1.5 -0.3
N 0.18286 -1.96720 1.04773 2.2 -1.8 1.5
N 1.72916 -0.19773 0.16076 3.2 -1.1 0.9
O -2.99905 0.01106 1.13914 -0.2 0.0 -0.9
O -0.71274 -2.84405 1.67898 0.2 0.8 -1.2
O 2.56090 0.81364 -0.24539 -0.7 -1.0 0.4
O 0.82585 2.40868 -0.95401 0.6 -0.4 -0.2
C -1.41240 2.21509 -1.05124 1.9 -1.2 0.4
C -2.52427 1.52020 -0.54227 -0.1 -1.5 0.5
C 1.48777 -2.20278 1.26554 -2.8 -0.1 0.0
C 2.38709 -1.19887 0.77585 -1.3 1.9 -1.1
C -3.94604 1.83780 -0.77408 -0.3 0.4 0.1
H -4.39662 1.03468 -1.36940 0.0 0.1 0.2
H -4.04313 2.77188 -1.32759 -0.1 -0.1 0.1
H -4.47188 1.92671 0.18111 -0.1 -0.1 -0.2
C -1.44078 3.43250 -1.91004 -0.3 0.4 0.0
H -1.04366 3.21246 -2.91365 0.0 0.0 0.3
H -0.82738 4.23878 -1.48286 -0.1 -0.3 -0.1
H -2.46709 3.79936 -2.02732 0.3 -0.1 0.0
C 1.92612 -3.38355 2.03369 0.2 -0.5 0.2
C 3.87060 -1.24622 0.98221 0.2 0.0 -0.1
H 1.11240 -4.11096 2.08855 0.2 0.1 0.0
H 2.21533 -3.10782 3.05409 -0.1 0.0 0.0
H 2.79714 -3.83859 1.55951 0.0 0.0 0.0
H 4.35887 -0.29951 0.71339 -0.4 -0.3 0.1
H 4.30224 -2.04440 0.35993 0.0 0.2 0.2
H 4.11307 -1.48345 2.03000 -0.1 0.0 -0.3
H -1.54133 -2.65690 1.12852 0.7 0.1 0.7
H 1.88690 1.53544 -0.58546 -0.3 0.5 -0.3
C -0.34970 -0.75571 -1.94945 3.0 -0.1 1.5
H -1.47496 -0.68750 -2.48587 -0.4 0.5 0.6
H -0.10428 -1.81890 -1.84171 0.2 -0.1 -0.5
H 0.38967 -0.23530 -2.54451 0.3 0.0 -0.5
O -2.14208 -2.10285 -0.36025 -0.6 -1.3 -1.0
H -2.49400 -1.60389 -1.26427 0.4 -0.5 1.1
H -2.14087 -3.05438 -0.62306 0.2 1.0 0.1
C 1.13481 4.05721 2.03961 -0.4 0.2 -0.3
N 1.94522 2.95233 2.49246 0.2 -0.9 0.2
C 1.51660 1.66915 2.70859 1.3 0.4 -0.2
Se -0.20647 1.03346 2.48619 -0.1 0.0 0.5
N 2.63134 0.97063 3.11673 -0.3 1.0 -0.4
C 3.75247 1.80747 3.15876 -0.2 -0.3 0.1
C 5.05219 1.59134 3.59838 0.2 0.4 -0.1
C 5.90691 2.70455 3.63186 -0.6 0.0 -0.2
C 5.45704 3.98239 3.22484 -0.3 -0.2 -0.1
C 4.14432 4.17853 2.77068 0.3 -0.2 0.1
C 3.31544 3.06008 2.75212 -0.4 0.2 0.2
H 1.35317 4.28774 0.98940 -0.1 -0.2 0.2
H 1.35160 4.93782 2.65294 -0.1 -0.2 0.0
H 0.08176 3.76709 2.13630 0.3 0.2 -0.1
H 2.62557 0.00093 3.36120 -0.2 -0.2 0.0
H 5.34597 0.59051 3.90561 0.2 0.3 0.0
H 6.93069 2.60253 3.98144 -0.2 -0.1 -0.1
H 6.14915 4.82830 3.27385 -0.3 -0.3 0.0
H 3.74583 5.14286 2.45354 0.3 -0.2 0.1
```
Forces are in eV/Å.

Properties
Spin multiplicity: 4
<S²>: 3.85
E, hartree: -4789.7048
Net charge: 0
Highest occupied orbital energy (alpha / beta), eV: -6.47 / -5.67
Kohn-Sham gap (alpha / beta), eV: 6.1 / 4.4

(2)
ORCA calculation (ωB97M-V/def2-TZVPD) on a molecular structure, C4H6O2.

```
12
Properties=species:S:1:pos:R:3:forces:R:3
O 2.16872 -1.00080 0.26559 -0.2 0.4 0.3
C 1.49951 -0.08179 0.66975 0.4 -0.2 -0.3
C 0.49742 0.67003 -0.19319 0.2 0.1 -0.1
C -0.41230 -0.30086 -0.94974 0.0 -0.1 -0.1
C -1.26492 -0.13609 0.31528 -0.2 -0.3 0.1
O -0.58982 1.09601 0.64206 0.1 0.1 0.1
H 1.54235 0.27513 1.72149 0.1 -0.1 -0.1
H 0.98158 1.50045 -0.72325 0.0 -0.2 0.1
H 0.00857 -1.28427 -1.16519 -0.1 0.1 0.0
H -0.86569 0.13968 -1.83956 0.1 0.0 0.2
H -0.98344 -0.89911 1.06352 -0.4 0.1 -0.2
H -2.35038 -0.01498 0.24487 0.2 -0.1 0.0
```
Forces are in eV/Å.

Properties
E, hartree: -306.4321
Net charge: 0
Highest occupied orbital energy, eV: -9.71
Kohn-Sham gap, eV: 10.6
Energy relative to the best compared isomer or geometry (same formula, charge and spin), eV: 2.0195

Question: What is the formula in the second record?
Answer: C4H6O2

Question: Which of these has the lowest E?
Answer: C17H28N6O6SeV